Entry from the Open Molecules 2025 dataset: a structure of composition C3H3NO2 at a distorted geometry (ωB97M-V/def2-TZVPD).

Geometry as ORCA input:
```
! RIJCOSX wB97M-V def2-TZVPD def2/J DEFGRID3
* xyz 0 1
O -1.7808 -0.0617 -0.6767
C -0.4592 0.0352 -0.7887
C 0.3499 -1.1529 -0.5867
O 1.3102 -1.3068 0.1559
C 0.8844 1.1843 1.4164
N -0.0509 1.0801 0.7533
H -2.1270 0.8062 -0.9301
H 0.1400 -1.8999 -1.3920
H 1.7334 1.3154 2.0486
*
```

Results
Energy relative to the best compared isomer or geometry (same formula, charge and spin) = 481.2 kJ/mol
Electronic energy = -8740.144 eV

=====

Entry from the Open Molecules 2025 dataset: a cluster of 2 separate species, C2H8S2 in total (ωB97M-V/def2-TZVPD).

Geometry as ORCA input:
```
! RIJCOSX wB97M-V def2-TZVPD def2/J DEFGRID3
* xyz 0 1
S -2.8885 -0.1351 -1.1453
H -2.4637 -0.5148 -2.3561
H -1.6481 0.1584 -0.7292
C 1.1702 -0.8036 1.7970
S 0.9673 0.1631 0.2617
C 2.6255 0.8669 0.1265
H 2.0432 -1.4515 1.6870
H 1.3580 -0.1190 2.6212
H 0.2634 -1.3726 1.9570
H 3.1930 0.3802 -0.6703
H 3.1463 0.7219 1.0679
H 2.6029 1.9310 -0.0796
*
```

Results
Energy relative to the best compared isomer or geometry (same formula, charge and spin) = 25.6 kJ/mol
Electronic energy = -23873.881 eV
Structure (SMILES) = CSC.S

=====

Entry from the Open Molecules 2025 dataset: a cluster of 2 separate species, C6H12Br in total at a distorted geometry (ωB97M-V/def2-TZVPD).

Geometry as ORCA input:
```
! RIJCOSX wB97M-V def2-TZVPD def2/J DEFGRID3
* xyz 0 2
Br 0.4048 0.5066 -4.6544
H 0.4973 -0.3852 -3.5555
C 1.7045 0.8550 -0.1350
C 0.6460 -0.1214 0.0913
C -0.4473 0.2252 0.8441
C -1.4288 -0.6960 1.5385
C -0.6312 1.6786 1.1166
C 0.6799 -1.5874 -0.4714
H 2.3015 0.3851 -1.0055
H 1.2265 1.7127 -0.6550
H -1.9409 -0.1042 2.3375
H -2.2257 -1.0952 0.8768
H -0.9285 -1.5598 2.0304
H -1.3178 1.8816 1.9522
H 0.3513 2.1340 1.3342
H -1.0069 2.2000 0.2180
H 1.6183 -1.7759 -1.0018
H 0.6137 -2.3453 0.3353
H -0.1167 -1.9087 -1.1964
*
```

Results
Energy relative to the best compared isomer or geometry (same formula, charge and spin) = 226.7 kJ/mol
Electronic energy = -76455.966 eV

=====

Entry from the Open Molecules 2025 dataset: a structure of composition C74H66BrNO3P2SScSi at a distorted geometry (ωB97M-V/def2-TZVPD).

Geometry as ORCA input:
```
! RIJCOSX wB97M-V def2-TZVPD def2/J DEFGRID3
* xyz -1 1
Sc 0.8046 -0.2924 -0.3016
O -0.4399 -1.4109 0.6535
C -0.4493 -2.6019 1.3571
C 0.7194 -3.4885 0.8721
C 2.0604 -2.9544 1.2531
C 2.9436 -3.7443 1.9799
C 4.2226 -3.2816 2.2127
C 4.5762 -2.0292 1.7436
C 3.6318 -1.2574 1.0766
C 3.9885 0.0963 0.5205
C 3.1115 1.2906 1.0233
O 1.7902 1.0102 0.7562
C 3.5391 2.5663 0.2546
C 4.8355 2.8361 -0.1696
C 5.1399 4.0383 -0.7960
C 4.1687 5.0108 -0.9718
C 2.8738 4.7553 -0.5448
C 2.5628 3.5381 0.0349
C 3.4554 1.6748 2.4853
C 4.4091 1.0130 3.2128
C 4.9966 1.5480 4.3706
C 4.7324 2.8860 4.7292
C 3.7694 3.5719 4.0669
C 2.8378 2.8800 3.1346
N 2.4008 -1.7304 0.8286
C -1.7887 -3.3385 1.1368
C -1.9662 -4.7093 1.3062
C -3.2178 -5.2837 1.1424
C -4.3165 -4.5027 0.8141
C -4.1478 -3.1397 0.6315
C -2.8928 -2.5707 0.7831
C -0.4428 -2.3855 2.8803
C -0.2103 -3.3617 3.8048
C -0.4788 -3.1518 5.1698
C -1.1224 -1.9682 5.5922
C -1.3775 -0.9677 4.7116
C -0.8597 -1.0269 3.3248
H 0.6462 -3.4883 -0.2175
H 0.6309 -4.5164 1.2138
H 2.6355 -4.7252 2.3123
H 4.9461 -3.8962 2.7330
H 5.5845 -1.6605 1.8786
H 3.7937 0.0666 -0.5522
H 5.0467 0.2937 0.6773
H 5.6344 2.1205 -0.0217
H 6.1471 4.2128 -1.1555
H 4.4090 5.9506 -1.4530
H 2.0993 5.5024 -0.6682
H 1.5420 3.3058 0.3088
H 4.7820 0.0559 2.8886
H 5.7348 0.9757 4.9170
H 5.3236 3.3660 5.5003
H 3.5675 4.6154 4.2802
H 2.4448 3.5801 2.4011
H -1.1329 -5.3530 1.5528
H -3.3306 -6.3541 1.2643
H -5.2931 -4.9547 0.6930
H -4.9865 -2.5158 0.3480
H -2.7445 -1.5148 0.6032
H 0.1462 -4.3383 3.4971
H -0.2551 -3.9264 5.8909
H -1.4281 -1.8757 6.6277
H -1.8672 -0.0511 5.0211
H -1.5673 -0.6641 2.5804
C 1.3226 2.7207 -2.8628
Si -0.0714 1.7531 -1.8881
C -1.3784 1.6430 -3.3311
C -1.4851 2.5877 -4.3554
C -2.4176 2.4642 -5.3710
C -3.2768 1.3731 -5.3911
C -3.1667 0.4019 -4.4124
C -2.2231 0.5276 -3.3891
P -2.0334 -0.7917 -2.1044
C -1.4566 -2.1636 -3.1800
C -1.4496 -3.4458 -2.6252
C -1.0286 -4.5349 -3.3682
C -0.6089 -4.3591 -4.6786
C -0.5907 -3.0875 -5.2308
C -0.9932 -1.9892 -4.4810
C -3.8381 -1.1710 -2.0091
C -4.4805 -2.2798 -2.5471
C -5.8624 -2.3934 -2.4696
C -6.6131 -1.4082 -1.8466
C -5.9778 -0.3042 -1.2909
C -4.6013 -0.1887 -1.3738
C -0.8616 3.2008 -0.8117
C -0.9101 4.4957 -1.3388
C -1.2109 5.6038 -0.5678
C -1.4765 5.4436 0.7847
C -1.5083 4.1680 1.3187
C -1.2149 3.0397 0.5401
P -1.3931 1.3256 1.2202
C -0.2295 1.3802 2.6861
C 0.3523 2.4868 3.1371
C 1.5277 2.5005 4.0523
C 1.7248 1.2147 4.7722
C 1.2040 0.0889 4.3117
C 0.3010 0.0318 3.1294
C -3.1586 1.4450 1.8842
C -3.7949 0.3323 2.4522
C -5.1332 0.3442 2.8138
C -5.9035 1.4782 2.6223
C -5.3159 2.5752 2.0179
C -3.9834 2.5484 1.6321
H 1.2082 3.8051 -2.8348
H 2.2999 2.5044 -2.4277
H 1.3539 2.4155 -3.9115
H -0.8122 3.4380 -4.3614
H -2.4790 3.2180 -6.1476
H -4.0220 1.2758 -6.1716
H -3.8164 -0.4629 -4.4511
H -1.7521 -3.5718 -1.5910
H -1.0227 -5.5200 -2.9215
H -0.2662 -5.2080 -5.2562
H -0.2562 -2.9455 -6.2521
H -0.9240 -0.9948 -4.9031
H -3.9032 -3.0502 -3.0405
H -6.3535 -3.2524 -2.9108
H -7.6897 -1.5056 -1.7829
H -6.5576 0.4676 -0.7995
H -4.0984 0.6762 -0.9508
H -0.7085 4.6413 -2.3933
H -1.2373 6.5916 -1.0135
H -1.6756 6.3013 1.4161
H -1.7997 4.0451 2.3542
H 0.0917 3.4626 2.7587
H 1.4450 3.3333 4.7570
H 2.3850 1.2157 5.6310
H 1.3939 -0.8583 4.8058
H 0.8644 -0.3645 2.2859
H -3.2807 -0.5988 2.6198
H -5.5655 -0.5506 3.2445
H -6.9456 1.5019 2.9147
H -5.8966 3.4704 1.8314
H -3.6028 3.4167 1.1240
Br 2.5095 -4.3720 -1.9130
O 1.8236 -1.1330 -1.9266
S 3.0975 -1.7804 -2.4613
C 4.0111 -0.2546 -3.0982
C 4.4025 -0.5662 -4.5270
C 3.1538 -1.1768 -5.1462
C 2.7060 -2.2649 -4.1848
H 4.8773 -0.0883 -2.4587
H 3.3258 0.5915 -3.0298
H 5.2107 -1.3043 -4.5302
H 4.7473 0.3202 -5.0635
H 3.3525 -1.5927 -6.1358
H 2.3805 -0.4098 -5.2396
H 3.2339 -3.2011 -4.3552
H 1.6376 -2.4517 -4.2042
*
```

Results
Electronic energy = -213479.355 eV